No. 1
Below is a molecular structure, C8H10N2PbS in a non-equilibrium geometry, with properties calculated with ωB97M-V with the def2-TZVPD basis set.

Geometry as XYZ:
```
22
Properties=species:S:1:pos:R:3:forces:R:3:lowdin_charge:R:1
C -0.4154 0.1373 -2.2723 -0.635 0.126 0.364 -0.23
C -0.7852 1.4429 -1.8383 -0.791 -0.384 -0.238 -0.27
C -1.9694 1.3281 -1.0504 0.209 -0.189 -0.741 -0.34
C -2.3159 -0.0610 -0.9767 0.482 0.096 -0.512 -0.32
C -1.3436 -0.7914 -1.7313 -0.319 0.882 -0.183 -0.25
Pb -0.3670 0.2679 1.1508 -0.128 0.991 -0.025 0.75
N 0.3791 -1.8138 0.6395 0.717 -0.394 -0.534 -0.68
C 2.5433 0.6548 0.9654 2.128 -1.196 0.972 -0.34
C 1.8900 1.8107 0.6929 -1.455 0.889 -0.402 -0.36
H -2.5422 2.1550 -0.6229 0.250 -0.275 -0.019 0.05
H -0.2762 2.3726 -2.1060 -0.118 -0.302 0.231 0.06
H -3.2090 -0.4807 -0.5117 0.285 0.124 -0.024 0.05
H -1.3558 -1.8641 -1.9134 0.108 0.228 0.210 0.06
H 0.4228 -0.1063 -2.9241 -0.081 0.035 0.271 0.06
H 1.8565 2.2185 -0.3234 -0.092 -0.170 0.373 0.01
H 3.0588 0.0995 0.1730 -0.384 0.064 0.284 0.01
H 1.3882 -1.9464 0.7033 -0.164 0.148 0.003 -0.05
H 1.4838 2.4558 1.4864 0.270 -0.197 -0.248 -0.01
H 2.6947 0.2963 1.9963 -0.038 0.213 -0.544 -0.01
S -0.3708 -3.0979 1.3363 -0.114 -0.259 -0.143 0.58
C -0.3729 -2.6918 2.9925 -0.216 0.472 3.350 -0.78
N -0.3936 -2.3857 4.1341 0.089 -0.900 -2.445 0.00
```
Forces are in eV/Å.

For the frontier orbital gap (alpha / beta), the calculation gives 2.60 / 2.66 eV. Its LUMO energy (alpha / beta) is 5.46 / 5.21 eV. The relative energy (zero: lowest compared OMol25 entry of this formula, charge and spin) comes out at 0.00 kJ/mol. For the HOMO energy (alpha / beta), the calculation gives 2.862 / 2.548 eV. Its charge is -2.

=====

No. 2
Below is 2 unconnected molecules or ions with the total composition C8H10N2S in a non-equilibrium geometry, with properties calculated with ωB97M-V with the def2-TZVPD basis set.

Geometry as XYZ:
```
21
Properties=species:S:1:pos:R:3:forces:R:3:lowdin_charge:R:1
C 1.9391 2.1948 0.8451 -0.311 1.571 0.452 -0.27
C 2.7535 0.9204 -1.1582 1.247 -1.542 -0.956 0.11
C 2.5020 1.3652 -0.0784 -0.423 0.365 -0.079 -0.13
C 0.4624 -1.0547 -0.2588 -0.434 0.257 -0.678 -0.06
C -1.0023 0.8243 -0.8942 -1.660 -1.301 -1.127 -0.02
C -0.8517 -0.0171 1.5074 1.707 0.271 -0.938 -0.03
C -1.8909 -1.5640 -0.1253 1.313 3.014 -0.132 0.00
C -0.8291 -0.3777 0.0135 -0.478 -2.214 0.115 -0.51
N 1.4639 3.0928 1.3970 0.080 -0.699 0.271 0.18
N 1.3900 -1.6276 -0.6443 -1.375 0.997 1.283 -0.52
S 2.8516 -2.1906 -0.8149 1.725 -1.204 -0.709 0.54
H 3.1486 0.2433 -1.9180 -0.442 0.733 0.304 0.03
H -2.0808 0.9735 -0.9956 -0.068 0.486 0.614 0.09
H -0.5394 1.5630 -0.3125 0.652 1.914 -0.286 0.05
H -0.7662 0.7196 -1.9846 0.798 -0.025 1.217 0.11
H -0.7676 -0.8428 2.1545 -0.225 -1.405 0.524 0.08
H -0.0092 0.5729 1.7810 1.046 0.606 -0.074 0.06
H -1.6263 0.5906 1.8265 -2.164 0.942 0.132 0.08
H -1.9928 -1.8615 -1.1247 -0.500 -0.390 -1.392 0.08
H -1.3808 -2.2742 0.4080 0.461 -2.426 1.352 0.05
H -2.7738 -1.2505 0.3765 -0.951 0.051 0.109 0.08
```
Forces are in eV/Å.

Its SMILES is CC(C)(C)C#[N+][S-].C#CC#N. For the frontier orbital gap, the calculation gives 8.62 eV. Its LUMO energy is 0.31 eV. The relative energy (zero: lowest compared OMol25 entry of this formula, charge and spin) comes out at 426.08 kJ/mol. For the HOMO energy, the calculation gives -8.310 eV. Its charge is 0.

=====

No. 3
Below is a gas-phase ion, C8H10N3 (charge +1) in a non-equilibrium geometry, with properties calculated with ωB97M-V with the def2-TZVPD basis set.

Geometry as XYZ:
```
21
Properties=species:S:1:pos:R:3:forces:R:3:lowdin_charge:R:1
C 2.3401 1.5905 -0.0604 0.976 -0.550 2.493 -0.04
C 1.5654 1.0765 -1.1776 -1.084 -0.229 0.846 -0.03
C 3.3648 -0.5197 0.8418 -2.206 2.048 -1.546 0.06
C -0.1554 -0.1861 -0.1941 2.669 -0.641 1.974 -0.26
C 2.0109 -1.0950 1.2162 -1.128 -0.056 0.846 -0.04
C 0.6848 -0.9615 0.8480 -1.577 -1.095 -1.124 0.04
C -2.0239 0.6941 -1.2999 -2.451 -0.685 -1.418 -0.01
C -2.2234 -0.9050 0.7444 0.452 -1.572 1.901 -0.02
N 3.0730 0.6579 0.4253 -0.690 -1.007 0.753 0.08
N 0.5014 0.4029 -1.1713 1.233 0.673 -1.041 0.16
N -1.4437 -0.1386 -0.2462 -0.497 -0.749 0.579 -0.13
H 2.1955 2.5077 0.5164 0.081 -0.091 -0.495 0.15
H 2.0420 1.1569 -2.0621 1.350 0.345 -3.313 0.11
H 1.9633 -1.8000 2.0332 0.947 -0.360 0.013 0.10
H 0.0182 -1.7967 1.2299 1.098 1.275 0.053 0.11
H -2.1249 1.7096 -0.9404 0.079 0.298 0.070 0.09
H -1.3710 0.7122 -2.2441 -1.129 -0.359 1.503 0.12
H -3.1300 0.3226 -1.5137 2.505 0.623 0.283 0.15
H -1.8422 -0.6220 1.8687 -1.161 -0.810 -2.907 0.16
H -3.2930 -0.7346 0.6329 0.217 0.566 0.082 0.08
H -2.1517 -2.0719 0.5532 0.315 2.379 0.447 0.14
```
Forces are in eV/Å.

Its SMILES is CN(C)C1=C/C=C=[N+]=C/C=N\1. For the frontier orbital gap, the calculation gives 8.04 eV. Its LUMO energy is -4.95 eV. The relative energy (zero: lowest compared OMol25 entry of this formula, charge and spin) comes out at 488.05 kJ/mol. For the HOMO energy, the calculation gives -12.986 eV. Its charge is +1.

=====

No. 4
Below is a gas-phase ion, C8H10N3O2 (charge -1) in a non-equilibrium geometry, with properties calculated with ωB97M-V with the def2-TZVPD basis set.

Geometry as XYZ:
```
23
Properties=species:S:1:pos:R:3:forces:R:3:lowdin_charge:R:1
C 1.6477 0.8597 0.1108 1.839 1.895 -1.417 -0.23
C 2.3154 -0.6354 2.7156 0.902 -2.224 0.468 -0.02
C 1.1856 -0.1763 2.2737 -1.355 1.216 -1.471 -0.04
C -2.5178 1.6282 -2.4166 -1.502 0.411 0.909 -0.71
C -2.3018 0.3318 -1.4771 0.301 0.833 0.213 -0.12
C -0.8407 0.2005 -1.1150 -0.332 0.328 -1.890 -0.30
C -0.6031 -0.1023 0.3034 -1.899 1.754 1.652 -0.18
C 0.9299 -0.2024 0.5594 -3.471 -1.956 5.717 -0.47
N 2.2828 1.7474 -0.2094 0.766 1.090 -0.403 0.21
N 2.4269 -1.8656 -0.1019 -2.978 -0.571 0.745 0.10
N 1.2751 -1.5442 0.3463 2.304 -2.210 -1.846 -0.04
O -1.6332 2.5143 -2.3818 0.137 -0.705 -0.123 -0.09
O -3.6569 1.7092 -2.9410 0.664 -0.505 -0.032 -0.11
H 2.5879 -0.9428 3.7317 -0.302 1.029 -0.065 0.07
H 2.9119 -1.1757 1.9933 0.541 0.290 -0.090 0.04
H 0.4331 0.3079 2.9200 0.146 -0.332 -0.801 0.11
H -2.6454 -0.5836 -1.9674 -0.546 0.285 0.292 0.10
H -2.7498 0.5264 -0.4695 -0.766 -0.136 -1.122 0.10
H -0.4531 -0.6022 -1.7122 0.749 -0.436 -0.568 0.11
H -0.4821 1.1748 -1.4894 0.722 -0.278 0.526 0.10
H -1.2133 0.7726 0.8708 2.055 -1.665 -0.647 0.17
H -1.2034 -1.0132 0.5835 1.238 0.483 0.016 0.13
H 2.3043 -2.9291 -0.1272 0.788 1.403 -0.065 0.08
```
Forces are in eV/Å.

Its SMILES is [H]/N=N/[C@](C#N)(C=C)CCCC(=O)[O-]. For the frontier orbital gap, the calculation gives 6.66 eV. Its LUMO energy is 2.55 eV. The relative energy (zero: lowest compared OMol25 entry of this formula, charge and spin) comes out at 251.46 kJ/mol. For the HOMO energy, the calculation gives -4.111 eV. Its charge is -1.

=====

No. 5
Below is C8H10N4S in the gas phase in a non-equilibrium geometry, with properties calculated with ωB97M-V with the def2-TZVPD basis set.

Geometry as XYZ:
```
23
Properties=species:S:1:pos:R:3:forces:R:3:lowdin_charge:R:1
C 3.0832 -1.0944 0.7412 0.509 -1.327 0.054 -0.13
C 2.3754 0.3199 0.5934 -0.815 1.420 0.282 -0.28
C 1.6295 0.4350 -0.7477 -0.356 1.292 -2.623 -0.19
C 0.2242 -0.2944 -0.8515 2.422 0.070 1.963 -0.20
C -1.3636 -1.7527 -0.4339 2.366 0.672 1.733 -0.09
C -0.9107 0.4219 -0.5698 -0.575 -0.608 0.394 -0.21
C -1.2301 1.7223 -0.2089 -1.811 5.747 2.909 -0.04
C -3.2010 -0.1716 0.0794 1.125 0.368 -0.906 -0.86
H 2.3310 -1.9549 1.0738 1.383 1.989 -1.115 0.09
H 3.6330 -1.4131 -0.2692 -1.546 0.740 2.004 0.10
H 3.9241 -1.1928 1.5091 -1.207 0.716 -0.805 0.06
H 2.9941 1.3254 0.6284 -0.365 -2.490 0.080 0.13
H 1.5199 0.5932 1.3150 1.523 -1.068 -0.238 0.12
H 1.4460 1.5830 -0.9749 -0.026 -2.219 0.638 0.12
H 2.3422 0.2082 -1.6064 -1.003 -0.293 0.955 0.11
H -1.9597 -2.6376 -0.1338 0.770 0.708 -0.609 0.10
H -0.4851 2.5915 0.0056 -1.028 -2.013 -0.934 0.14
H -4.3788 1.5148 0.1045 1.818 -0.979 0.442 0.18
N 0.0086 -1.6537 -0.6153 -3.046 1.035 -1.294 0.14
N -1.8934 -0.4930 -0.2322 1.121 -1.724 -1.293 -0.04
N -2.4672 2.1650 0.2489 4.128 -2.625 -2.460 0.07
N -3.3803 1.1535 0.1139 -3.279 1.419 0.400 -0.03
S -4.2414 -1.3755 0.2305 -2.106 -0.828 0.425 0.72
```
Forces are in eV/Å.

Its SMILES is CCCc1ncn2c(=S)[nH]ncc12. For the frontier orbital gap, the calculation gives 8.35 eV. Its LUMO energy is -0.22 eV. The relative energy (zero: lowest compared OMol25 entry of this formula, charge and spin) comes out at 261.53 kJ/mol. For the HOMO energy, the calculation gives -8.579 eV. Its charge is 0.

=====

No. 6
Below is 2 unconnected molecules or ions with the total composition C8H10NOS in a non-equilibrium geometry, with properties calculated with ωB97M-V with the def2-TZVPD basis set.

Geometry as XYZ:
```
21
Properties=species:S:1:pos:R:3:forces:R:3:lowdin_charge:R:1
C -3.5096 0.2514 1.2226 -2.997 0.395 1.797 -0.17
C -2.5992 -0.6975 0.7399 0.151 -2.409 0.941 -0.12
C -3.2031 1.5073 0.8451 -0.533 2.715 -0.337 -0.42
C -1.5820 -0.2071 0.0100 0.658 2.152 -1.117 -0.45
C 0.0138 -1.6657 -1.9151 -1.906 0.961 0.758 -0.28
C 1.2467 -0.7421 -1.9855 4.039 0.401 -1.822 -0.02
C -0.3773 -0.7044 -0.6802 0.199 -4.251 3.577 -0.17
C 1.4594 1.0681 -0.1011 0.080 -2.922 2.017 0.03
N 0.6124 0.2887 -1.0908 1.470 -0.653 0.355 -0.17
O -0.5497 -2.5553 -2.4830 1.633 1.505 0.909 0.18
S -1.8133 1.5452 -0.0789 1.019 -0.384 -0.864 1.05
H -4.4649 0.1381 1.8768 2.045 -0.474 -1.304 0.16
H -2.5931 -1.7527 1.0357 -0.352 0.388 -0.222 0.14
H -3.6643 2.5539 0.9439 0.312 -2.142 0.317 0.12
H 2.2352 -1.1309 -1.4721 -2.170 0.538 -0.916 0.18
H 1.6130 -0.2524 -2.9628 -0.877 -1.069 1.238 0.17
H 0.4489 -1.7453 0.3804 -1.754 2.577 -2.387 0.31
H 1.9923 1.8875 -0.5139 -0.021 0.764 -0.873 0.09
H 0.7255 1.3905 0.7044 1.381 -0.442 -0.804 0.10
H 2.2768 0.2996 0.2232 -1.696 1.450 -0.005 0.14
H 0.1177 0.9764 -1.6043 -0.681 0.898 -1.258 0.13
```
Forces are in eV/Å.

For the frontier orbital gap (alpha / beta), the calculation gives 8.17 / 8.17 eV. Its LUMO energy (alpha / beta) is -4.58 / -4.58 eV. The relative energy (zero: lowest compared OMol25 entry of this formula, charge and spin) comes out at 334.85 kJ/mol. For the HOMO energy (alpha / beta), the calculation gives -12.750 / -12.750 eV. Its charge is +1.

=====

Repeat the first record exactly.
Below is a molecular structure, C8H10N2PbS in a non-equilibrium geometry, with properties calculated with ωB97M-V with the def2-TZVPD basis set.

Geometry as XYZ:
```
22
Properties=species:S:1:pos:R:3:forces:R:3:lowdin_charge:R:1
C -0.4154 0.1373 -2.2723 -0.635 0.126 0.364 -0.23
C -0.7852 1.4429 -1.8383 -0.791 -0.384 -0.238 -0.27
C -1.9694 1.3281 -1.0504 0.209 -0.189 -0.741 -0.34
C -2.3159 -0.0610 -0.9767 0.482 0.096 -0.512 -0.32
C -1.3436 -0.7914 -1.7313 -0.319 0.882 -0.183 -0.25
Pb -0.3670 0.2679 1.1508 -0.128 0.991 -0.025 0.75
N 0.3791 -1.8138 0.6395 0.717 -0.394 -0.534 -0.68
C 2.5433 0.6548 0.9654 2.128 -1.196 0.972 -0.34
C 1.8900 1.8107 0.6929 -1.455 0.889 -0.402 -0.36
H -2.5422 2.1550 -0.6229 0.250 -0.275 -0.019 0.05
H -0.2762 2.3726 -2.1060 -0.118 -0.302 0.231 0.06
H -3.2090 -0.4807 -0.5117 0.285 0.124 -0.024 0.05
H -1.3558 -1.8641 -1.9134 0.108 0.228 0.210 0.06
H 0.4228 -0.1063 -2.9241 -0.081 0.035 0.271 0.06
H 1.8565 2.2185 -0.3234 -0.092 -0.170 0.373 0.01
H 3.0588 0.0995 0.1730 -0.384 0.064 0.284 0.01
H 1.3882 -1.9464 0.7033 -0.164 0.148 0.003 -0.05
H 1.4838 2.4558 1.4864 0.270 -0.197 -0.248 -0.01
H 2.6947 0.2963 1.9963 -0.038 0.213 -0.544 -0.01
S -0.3708 -3.0979 1.3363 -0.114 -0.259 -0.143 0.58
C -0.3729 -2.6918 2.9925 -0.216 0.472 3.350 -0.78
N -0.3936 -2.3857 4.1341 0.089 -0.900 -2.445 0.00
```
Forces are in eV/Å.

For the frontier orbital gap (alpha / beta), the calculation gives 2.60 / 2.66 eV. Its LUMO energy (alpha / beta) is 5.46 / 5.21 eV. The relative energy (zero: lowest compared OMol25 entry of this formula, charge and spin) comes out at 0.00 kJ/mol. For the HOMO energy (alpha / beta), the calculation gives 2.862 / 2.548 eV. Its charge is -2.

=====

- Which formula does entry 3 have?
  C8H10N3